82
Properties=species:S:1:pos:R:3:forces:R:3 method="wB97M-V/def2-TZVPD" mol_weight_g_mol=615.80 orbital_gap_ev=4.280 lumo_ev=-2.2 total_energy_ev=-61451.3548 charge=0 homo_energy_ev=-6.438
C -3.16908 -4.30008 0.91637 -0.15 -0.54 0.12
N -2.56085 -3.00914 0.77196 -0.64 0.81 -0.75
C -3.16050 -2.05251 0.00581 -0.85 -0.47 -0.45
O -4.18015 -2.18492 -0.67430 1.45 0.21 0.93
C -2.36183 -0.77528 0.16745 -0.02 0.15 -0.72
C -3.19922 0.33693 0.79373 -0.42 0.00 0.03
C -3.81274 -0.07058 2.11046 -0.21 0.27 0.45
C -4.96625 -0.86475 2.13940 -0.06 -0.08 0.05
C -5.52386 -1.27158 3.35313 0.17 0.12 0.03
C -4.94119 -0.86396 4.55946 0.15 -0.01 -0.13
C -3.81045 -0.03801 4.53975 -0.11 0.00 -0.07
C -3.26231 0.37160 3.31994 -0.08 -0.29 -0.02
N -1.23530 -1.19210 0.98963 1.46 0.92 0.43
C -0.19202 -0.36448 1.19555 -0.56 -1.07 -1.02
C 0.90407 -0.68986 1.99084 0.92 -0.23 0.39
C 2.03150 0.10616 2.19716 -2.03 -0.10 0.62
C 2.79578 -0.07259 3.40889 1.40 -0.80 1.01
C 3.36305 1.01263 4.13113 -0.51 -0.12 -0.63
C 4.06780 0.80484 5.31404 0.13 -0.35 0.00
C 4.24822 -0.48983 5.82002 -0.65 0.16 -0.25
C 3.64530 -1.56596 5.15316 0.29 0.00 -0.19
C 2.98679 -1.37218 3.94131 -0.22 0.28 0.05
C -1.38789 -2.57969 1.51226 -0.06 -0.16 0.14
C -1.66261 -2.65807 3.03827 0.04 0.48 -0.26
C -1.19783 -4.04866 3.45747 -0.15 -0.26 0.43
C -0.27576 -4.59676 2.34871 0.29 -0.47 0.14
C -0.20917 -3.55976 1.22926 -0.12 0.63 -0.21
H -3.91175 -4.40570 0.12204 0.15 0.03 0.13
H -2.41629 -5.08419 0.81880 -0.14 -0.01 -0.06
H -3.67644 -4.41791 1.88368 0.10 0.11 -0.15
H -2.00799 -0.45758 -0.82750 -0.04 -0.08 0.30
H -2.58647 1.23611 0.92183 -0.10 -0.11 -0.12
H -4.00066 0.54670 0.07468 0.21 0.12 0.07
H -5.43463 -1.15811 1.19547 0.16 0.05 0.35
H -6.42158 -1.89700 3.34972 0.33 0.25 0.05
H -5.37378 -1.18624 5.51055 0.17 0.15 -0.33
H -3.35726 0.30016 5.47649 -0.20 -0.12 -0.34
H -2.39407 1.03662 3.29637 -0.23 -0.20 0.08
H -0.20342 0.58834 0.65019 -0.16 -0.31 0.23
H 0.81381 -1.63139 2.53593 0.09 0.65 0.21
H 2.23266 0.95553 1.57319 -0.08 0.40 -0.14
H 3.22558 2.02120 3.72867 0.02 -0.36 0.25
H 4.51415 1.64910 5.84178 -0.24 -0.24 -0.17
H 4.80843 -0.64883 6.74550 -0.22 0.04 -0.36
H 3.72197 -2.57348 5.56047 0.12 0.22 -0.14
H 2.61730 -2.23148 3.36611 0.19 0.30 0.42
H -1.11076 -1.85999 3.55294 -0.11 -0.21 -0.11
H -2.73132 -2.48514 3.22327 0.30 0.03 0.00
H -0.67347 -4.00852 4.41840 -0.15 -0.04 -0.16
H -2.06479 -4.70652 3.59733 0.25 0.11 0.01
H 0.72217 -4.79597 2.75580 -0.16 -0.03 -0.17
H -0.65746 -5.55024 1.96684 0.15 0.16 0.14
H -0.32239 -3.98092 0.22167 0.06 0.11 0.27
H 0.74064 -3.01895 1.25228 -0.20 -0.19 -0.16
C 2.31811 1.40173 -4.40815 0.23 0.52 0.11
C 1.37892 1.86077 -3.48203 -0.08 -0.56 0.20
C 1.65471 1.83292 -2.11005 0.11 0.02 -0.37
C 2.91307 1.42826 -1.62044 -0.33 0.37 -0.82
C 3.29441 1.77892 -0.24414 1.25 0.28 -0.03
C 2.53558 2.78094 0.40865 -0.50 1.08 0.72
N 1.88948 3.56762 1.00886 0.98 -1.64 -0.90
S 5.09213 2.11680 -0.27106 -1.41 0.46 1.29
C 5.39887 3.12101 1.18694 0.46 0.14 0.04
C 5.74314 4.45368 0.98970 -0.30 0.12 0.18
C 5.95911 5.27845 2.09481 0.06 -0.14 0.06
C 5.85749 4.76059 3.39006 -0.05 -0.14 -0.21
C 5.59215 3.39902 3.57633 0.14 0.13 -0.31
C 5.41335 2.56863 2.46713 -0.30 0.07 -0.08
O 5.81447 0.88712 -0.05928 0.21 -0.24 -0.30
O 5.37335 2.95774 -1.40923 0.54 -0.07 0.03
C 3.84770 0.94046 -2.57382 -0.36 -0.12 -0.20
C 3.57901 1.00663 -3.94151 -0.46 -0.42 0.33
H 2.09807 1.41419 -5.48012 0.11 0.08 0.41
H 0.41613 2.24777 -3.82107 0.21 -0.20 0.07
H 0.91492 2.20901 -1.39977 0.20 0.10 -0.25
H 5.81563 4.82619 -0.02989 -0.09 -0.01 0.24
H 6.20314 6.32850 1.93087 -0.06 -0.27 0.13
H 5.99304 5.40986 4.25667 -0.02 -0.16 -0.27
H 5.52318 2.98621 4.58472 0.16 0.17 -0.37
H 5.23809 1.49967 2.58769 0.11 0.30 -0.08
H 4.80682 0.52568 -2.26193 -0.26 0.34 -0.02
H 4.36656 0.73686 -4.64649 -0.27 -0.11 0.18